Entry 1:
C6H14N2O2 | ωB97M-V with the def2-TZVPD basis set

Element x y z (Å)
1 C 2.56 0.89 -0.90
2 C 2.76 -0.60 1.14
3 C -2.99 0.73 -0.50
4 C -2.01 -1.33 0.78
5 C 1.85 0.25 0.30
6 C -1.85 -0.30 -0.36
7 N 0.67 -0.53 -0.12
8 N -0.74 0.46 0.02
9 O 0.63 -1.30 -1.08
10 O -0.73 1.47 0.74
11 H 3.20 0.23 -1.38
12 H 1.85 1.29 -1.66
13 H 3.14 1.82 -0.50
14 H 3.07 -1.62 0.57
15 H 2.34 -0.84 2.11
16 H 3.76 -0.25 1.31
17 H -3.16 1.44 0.25
18 H -3.03 1.28 -1.47
19 H -3.96 0.16 -0.41
20 H -2.35 -0.83 1.70
21 H -0.99 -1.70 0.87
22 H -2.78 -2.15 0.72
23 H 1.45 1.11 0.85
24 H -1.72 -0.87 -1.34

## Properties
- ΔE to the lowest compared entry with this formula, charge and spin: 170.09 kcal/mol
- Spin multiplicity: 1
- Kohn-Sham gap (spin up / spin down): 9.1 / 8.3 eV

How is the electron density shared among the atoms? According to Mulliken, the charges in e are: atom 1 (C): -1.381, atom 2 (C): -1.381, atom 3 (C): -1.427, atom 4 (C): -1.266, atom 5 (C): 0.511, atom 6 (C): 0.576, atom 7 (N): 0.440, atom 8 (N): 0.407, atom 9 (O): -0.557, atom 10 (O): -0.595, atom 11 (H): 0.376, atom 12 (H): 0.374, atom 13 (H): 0.320, atom 14 (H): 0.272, atom 15 (H): 0.331, atom 16 (H): 0.418, atom 17 (H): 0.390, atom 18 (H): 0.333, atom 19 (H): 0.358, atom 20 (H): 0.310, atom 21 (H): 0.411, atom 22 (H): 0.329, atom 23 (H): 0.274, atom 24 (H): 0.177

***

Entry 2:
C37H53F21O23 | ωB97M-V with the def2-TZVPD basis set

Element x y z (Å)
1 C 0.88 2.66 -4.36
2 C 1.77 3.90 -4.14
3 O 1.14 5.04 -3.46
4 C 1.84 6.16 -3.26
5 O 3.01 6.31 -3.58
6 C 1.01 7.29 -2.55
7 F -0.11 6.83 -2.08
8 F 1.75 7.89 -1.61
9 F 0.62 8.19 -3.46
10 H 0.25 2.39 -3.50
11 H 1.42 1.74 -4.58
12 H 0.23 2.86 -5.22
13 H 2.29 4.25 -5.03
14 H 2.57 3.63 -3.45
15 C -2.44 -6.09 0.47
16 C -1.61 -5.73 1.73
17 O -0.42 -5.03 1.34
18 C 0.42 -4.57 2.27
19 O 0.22 -4.65 3.48
20 C 1.76 -3.94 1.76
21 F 1.75 -2.75 2.34
22 F 2.73 -4.69 2.23
23 F 1.75 -3.85 0.42
24 H -1.88 -6.61 -0.30
25 H -3.06 -5.28 0.08
26 H -3.23 -6.74 0.86
27 H -1.38 -6.59 2.35
28 H -2.16 -5.18 2.49
29 C -0.58 -5.18 -2.72
30 C -0.83 -4.94 -4.18
31 O -2.02 -4.13 -4.33
32 C -2.21 -3.60 -5.50
33 O -1.41 -3.61 -6.46
34 C -3.60 -3.09 -5.67
35 F -4.11 -2.60 -4.54
36 F -3.60 -2.26 -6.69
37 F -4.30 -4.20 -6.05
38 H 0.07 -6.00 -2.43
39 H -1.57 -5.39 -2.31
40 H -0.27 -4.22 -2.30
41 H -0.80 -5.90 -4.70
42 H 0.05 -4.41 -4.56
43 C -3.71 -0.12 -1.57
44 C -4.39 1.28 -1.43
45 O -3.49 2.32 -1.72
46 C -2.47 2.58 -0.87
47 O -2.28 2.00 0.23
48 C -1.53 3.72 -1.27
49 F -0.26 3.36 -1.10
50 F -1.72 3.93 -2.56
51 F -1.91 4.75 -0.43
52 H -3.37 -0.23 -2.60
53 H -4.42 -0.90 -1.31
54 H -2.93 -0.10 -0.81
55 H -4.94 1.40 -0.50
56 H -5.17 1.35 -2.18
57 C 1.21 0.15 4.76
58 C -0.14 0.64 5.25
59 O 0.18 1.61 6.26
60 C 0.52 2.91 5.95
61 O 0.66 3.32 4.80
62 C 0.94 3.76 7.20
63 F 2.26 3.58 7.40
64 F 0.70 5.07 6.99
65 F 0.25 3.32 8.29
66 H 1.10 -0.75 4.15
67 H 1.79 -0.07 5.65
68 H 1.86 0.91 4.33
69 H -0.60 -0.20 5.79
70 H -0.84 0.94 4.47
71 C -6.60 0.22 2.10
72 C -5.94 -0.79 3.07
73 O -5.54 0.04 4.19
74 C -5.18 -0.48 5.34
75 O -5.27 -1.72 5.60
76 C -4.57 0.57 6.33
77 F -3.30 0.24 6.60
78 F -4.47 1.88 5.93
79 F -5.16 0.54 7.49
80 H -7.13 -0.28 1.29
81 H -5.84 0.94 1.79
82 H -7.40 0.79 2.58
83 H -5.10 -1.28 2.57
84 H -6.57 -1.60 3.41
85 C 0.05 -0.17 -1.82
86 C 0.23 -1.29 -0.83
87 O -0.87 -1.37 0.10
88 C -0.84 -0.83 1.37
89 O 0.07 -0.03 1.77
90 C -2.04 -1.27 2.22
91 F -1.70 -1.36 3.51
92 F -2.97 -0.32 2.13
93 F -2.50 -2.48 1.86
94 H -0.86 -0.28 -2.41
95 H 0.86 -0.09 -2.55
96 H 0.03 0.78 -1.27
97 H 1.17 -1.22 -0.30
98 H 0.20 -2.18 -1.46
99 C 6.00 4.97 0.73
100 O 4.98 4.55 1.69
101 C 3.75 4.13 1.15
102 O 3.50 4.06 -0.05
103 O 2.94 3.68 2.16
104 C 1.71 2.98 1.84
105 H 6.53 4.11 0.31
106 H 6.76 5.52 1.27
107 H 5.60 5.53 -0.11
108 H 1.05 2.62 2.64
109 H 1.88 2.04 1.31
110 H 1.06 3.51 1.15
111 C 5.22 -0.47 1.65
112 O 4.27 -0.23 0.63
113 C 4.62 0.55 -0.39
114 O 5.67 1.20 -0.50
115 O 3.70 0.37 -1.29
116 C 3.60 1.22 -2.45
117 H 4.75 -1.15 2.37
118 H 5.61 0.44 2.10
119 H 6.09 -1.02 1.30
120 H 3.08 2.11 -2.13
121 H 3.16 0.50 -3.14
122 H 4.57 1.46 -2.90
123 C 1.53 -1.70 -5.33
124 O 1.66 -1.96 -3.98
125 C 2.85 -2.47 -3.54
126 O 3.77 -2.75 -4.28
127 O 2.84 -2.55 -2.25
128 C 4.01 -2.85 -1.48
129 H 0.57 -1.21 -5.50
130 H 1.43 -2.54 -6.02
131 H 2.32 -1.06 -5.71
132 H 4.04 -3.94 -1.47
133 H 3.91 -2.43 -0.48
134 H 4.98 -2.60 -1.92

## Properties
- Spin multiplicity: 1
- Kohn-Sham gap: 10.7 eV
- SMILES: CCOC(=O)C(F)(F)F.CCOC(=O)C(F)(F)F.CCOC(=O)C(F)(F)F.CCOC(=O)C(F)(F)F.CCOC(=O)C(F)(F)F.CCOC(=O)C(F)(F)F.CCOC(=O)C(F)(F)F.COC(=O)OC.COC(=O)OC.COC(=O)OC

Mulliken population analysis, charges in e, atoms 1 to 99: atom 1 (C): -0.554, atom 2 (C): -0.174, atom 3 (O): -0.166, atom 4 (C): 0.369, atom 5 (O): -0.550, atom 6 (C): 0.822, atom 7 (F): -0.177, atom 8 (F): -0.247, atom 9 (F): -0.271, atom 10 (H): -0.169, atom 11 (H): 0.237, atom 12 (H): 0.433, atom 13 (H): 0.480, atom 14 (H): 0.045, atom 15 (C): -1.152, atom 16 (C): -0.326, atom 17 (O): -0.074, atom 18 (C): 0.183, atom 19 (O): -0.608, atom 20 (C): 1.050, atom 21 (F): -0.267, atom 22 (F): -0.285, atom 23 (F): -0.223, atom 24 (H): 0.281, atom 25 (H): 0.281, atom 26 (H): 0.462, atom 27 (H): 0.415, atom 28 (H): 0.277, atom 29 (C): -0.540, atom 30 (C): -0.218, atom 31 (O): -0.256, atom 32 (C): 0.318, atom 33 (O): -0.578, atom 34 (C): 0.990, atom 35 (F): -0.193, atom 36 (F): -0.234, atom 37 (F): -0.257, atom 38 (H): 0.520, atom 39 (H): 0.161, atom 40 (H): -0.159, atom 41 (H): 0.397, atom 42 (H): 0.020, atom 43 (C): -0.346, atom 44 (C): -0.302, atom 45 (O): -0.285, atom 46 (C): 0.078, atom 47 (O): -0.542, atom 48 (C): 1.046, atom 49 (F): 0.054, atom 50 (F): -0.259, atom 51 (F): -0.282, atom 52 (H): 0.258, atom 53 (H): 0.488, atom 54 (H): -0.360, atom 55 (H): 0.165, atom 56 (H): 0.354, atom 57 (C): -0.860, atom 58 (C): 0.067, atom 59 (O): -0.377, atom 60 (C): 0.346, atom 61 (O): -0.479, atom 62 (C): 0.772, atom 63 (F): -0.228, atom 64 (F): -0.228, atom 65 (F): -0.232, atom 66 (H): -0.074, atom 67 (H): 0.510, atom 68 (H): 0.268, atom 69 (H): 0.302, atom 70 (H): 0.189, atom 71 (C): -1.164, atom 72 (C): 0.097, atom 73 (O): -0.192, atom 74 (C): 0.437, atom 75 (O): -0.602, atom 76 (C): 0.875, atom 77 (F): -0.249, atom 78 (F): -0.251, atom 79 (F): -0.244, atom 80 (H): 0.412, atom 81 (H): 0.191, atom 82 (H): 0.363, atom 83 (H): -0.089, atom 84 (H): 0.442, atom 85 (C): -0.034, atom 86 (C): 1.699, atom 87 (O): -0.433, atom 88 (C): 0.849, atom 89 (O): -0.476, atom 90 (C): 0.050, atom 91 (F): -0.220, atom 92 (F): -0.158, atom 93 (F): -0.157, atom 94 (H): 0.275, atom 95 (H): -0.212, atom 96 (H): -0.006, atom 97 (H): 0.144, atom 98 (H): -1.277, atom 99 (C): -0.572

***

Entry 3:
C18H12N4O7PtSbSe4 | ωB97M-V with the def2-TZVPD basis set

Element x y z (Å)
1 Pt -0.41 0.83 0.18
2 N 1.27 0.93 -1.09
3 C 2.27 1.74 -0.44
4 C 3.53 1.22 -0.20
5 C 4.47 1.99 0.47
6 C 4.15 3.27 0.89
7 C 2.88 3.78 0.64
8 C 1.91 3.03 -0.02
9 C 0.55 3.57 -0.28
10 C 0.43 4.91 -0.64
11 C -0.80 5.49 -0.90
12 C -1.94 4.70 -0.80
13 C -1.84 3.36 -0.45
14 C -0.61 2.77 -0.17
15 H 1.60 -0.02 -1.24
16 H 0.98 1.34 -1.98
17 H 3.76 0.21 -0.52
18 H 5.45 1.58 0.67
19 H 4.87 3.87 1.42
20 H 2.62 4.76 1.00
21 H 1.33 5.51 -0.75
22 H -0.87 6.53 -1.19
23 H -2.92 5.13 -1.01
24 H -2.74 2.77 -0.39
25 Se -6.51 -1.81 2.66
26 Sb -5.40 -1.01 0.75
27 Se -2.04 0.67 1.95
28 Se -5.98 -1.56 -1.47
29 Se -4.17 1.19 1.15
30 O 0.09 -7.46 0.23
31 N -0.86 -6.70 0.25
32 O -2.00 -7.05 0.49
33 C -0.59 -5.28 0.19
34 C 0.71 -4.84 0.00
35 C 0.97 -3.49 -0.07
36 C -0.04 -2.48 0.13
37 O 0.24 -1.27 0.25
38 C -1.36 -3.04 0.22
39 C -1.64 -4.37 0.29
40 N -2.46 -2.10 0.22
41 O -3.38 -2.32 1.02
42 O -2.47 -1.21 -0.58
43 N 2.34 -3.08 -0.35
44 O 3.24 -3.76 0.10
45 O 2.51 -2.03 -0.94
46 H 1.52 -5.55 -0.10
47 H -2.66 -4.72 0.41

## Properties
- ΔE to the lowest compared entry with this formula, charge and spin: 5.35 kcal/mol
- Spin multiplicity: 1
- Kohn-Sham gap: 6.3 eV
- Net charge: -1

How is the electron density shared among the atoms? According to Mulliken, the charges in e are: atom 1 (Pt): 0.676, atom 2 (N): -0.462, atom 3 (C): 1.016, atom 4 (C): -0.996, atom 5 (C): -0.654, atom 6 (C): -0.682, atom 7 (C): -0.686, atom 8 (C): 0.638, atom 9 (C): 0.960, atom 10 (C): -0.703, atom 11 (C): -0.616, atom 12 (C): -0.803, atom 13 (C): -0.430, atom 14 (C): -0.061, atom 15 (H): 0.252, atom 16 (H): 0.400, atom 17 (H): 0.327, atom 18 (H): 0.388, atom 19 (H): 0.377, atom 20 (H): 0.492, atom 21 (H): 0.465, atom 22 (H): 0.369, atom 23 (H): 0.384, atom 24 (H): 0.339, atom 25 (Se): -0.556, atom 26 (Sb): 0.964, atom 27 (Se): -0.432, atom 28 (Se): -0.546, atom 29 (Se): -0.147, atom 30 (O): -0.636, atom 31 (N): 1.014, atom 32 (O): -0.629, atom 33 (C): -0.498, atom 34 (C): -0.473, atom 35 (C): -0.242, atom 36 (C): 1.128, atom 37 (O): -1.036, atom 38 (C): -0.372, atom 39 (C): -0.426, atom 40 (N): 1.126, atom 41 (O): -0.736, atom 42 (O): -0.379, atom 43 (N): 0.917, atom 44 (O): -0.599, atom 45 (O): -0.632, atom 46 (H): 0.577, atom 47 (H): 0.622

***

no.,DFT total energy (hartree)
1,-496.78648
2,-5269.36662
3,-11404.03632